A gas-phase ion, CH6NS (charge +1) in a non-equilibrium geometry. Source: OMol25; level of theory: ωB97M-V/def2-TZVPD.

The multiplicity is 1. Its charge is +1. As for the HOMO energy: -0.533 Ha. The calculation puts the energy at -13451.864 eV. The SMILES is [NH3+]CS. The calculation puts the LUMO energy at -0.1566 Ha. The value obtained for the energy above the lowest of the compared OMol25 structures with the same formula, charge and spin is 23.8 kJ/mol. Its orbital gap is 10.24 eV.

Each atom is followed by the atoms it is bonded to, with distances in Å.
Cartesian coordinates (Å):
1 N 0.86 0.48 0.02  C2 1.454, H4 1.084, H5 1.042, H6 1.017
2 C -0.15 -0.54 0.23  N1 1.454, S3 1.797, H7 1.008, H8 1.108
3 S -1.79 0.16 0.38  C2 1.797, H9 1.396
4 H 0.90 0.89 -0.99  N1 1.084
5 H 1.81 0.06 -0.06  N1 1.042
6 H 0.70 1.22 0.70  N1 1.017
7 H -0.05 -1.10 -0.61  C2 1.008
8 H -0.03 -1.02 1.22  C2 1.108
9 H -2.25 -0.15 -0.90  S3 1.396

Results of the natural (NBO) charge analysis, in e, for atoms 1 through 4: -0.69 -0.38 0.03 0.46